{"formula": "C3H8N5", "method": "ωB97M-V/def2-TZVPD", "symbols": ["N", "N", "C", "C", "C", "N", "N", "N", "H", "H", "H", "H", "H", "H", "H", "H"], "xyz": [[-1.5714, -1.3210, -0.0593], [-1.9950, -0.0537, 0.2002], [-1.4541, 1.1821, 0.0249], [0.0086, 1.6611, -0.1941], [1.0402, 0.8564, -0.0191], [1.4168, -0.4139, 0.4691], [1.4441, -1.5913, -0.3324], [2.3624, 0.7053, 0.1746], [-0.5349, -1.2434, -0.0298], [-2.2201, -2.0861, 0.0813], [-2.9370, 0.0474, 0.4874], [-2.1542, 1.9955, -0.0906], [0.1203, 2.7349, -0.5627], [2.0544, -2.2686, 0.1386], [1.6377, -1.2804, -1.3247], [2.7822, 1.0758, 1.0365]], "forces_ev_per_a": [[2.010, 2.387, 0.035], [0.423, 3.362, -0.775], [2.511, -1.984, -0.895], [-3.406, 0.386, -0.819], [0.231, -1.486, 0.964], [-0.532, 0.041, 1.006], [-0.289, 2.189, -1.064], [1.213, -0.037, -0.573], [-0.852, -2.103, -0.137], [0.505, 0.258, 0.365], [-1.254, -0.290, 0.028], [-0.439, -0.195, 0.780], [-0.137, -1.689, 0.901], [-0.077, 0.501, -0.788], [0.392, -1.294, 1.348], [-0.298, -0.047, -0.375]], "nbo_charge": [-0.6147, -0.2450, 0.1381, -0.3840, 0.3620, -0.1613, -0.6712, -0.4399, 0.4314, 0.4380, 0.4239, 0.2429, 0.2854, 0.4106, 0.3800, 0.4038], "e_homo_ev": -13.4, "homo_lumo_gap_ha": 0.31660, "total_charge": 1, "de_lowest_kcal_mol": 126.8, "max_force_ev_per_a": 3.5, "smiles": "NN/C=C\\C1=[N+](N)N1"}